# 1
This record from the OMol25 dataset describes a single C5H7NO molecule. The level of theory is ωB97M-V/def2-TZVPD.

As for the spin multiplicity: 1. Its orbital gap is 9.24 eV. Its lowest unoccupied orbital energy is 0.8 eV. The value obtained for the HOMO energy is -8.46 eV. Its calculated total energy is -8830.737 eV.

XYZ file:
```
14
C5H7NO, DFT ωB97M-V/def2-TZVPD
O 1.854 -0.054 -1.271
N -0.420 0.552 1.282
C 0.504 1.091 0.264
C -0.921 0.888 -0.090
C -0.331 -0.872 0.810
C -1.218 -0.561 -0.412
C 1.644 0.146 0.018
H 0.842 2.115 0.401
H -1.581 1.741 -0.245
H -2.270 -0.780 -0.193
H 0.797 -1.046 0.644
H 2.652 -0.605 -1.313
H -0.588 -1.663 1.508
H -0.963 -0.952 -1.402
```

# 2
This record from the OMol25 dataset describes C2H5IO as an isolated structure. The level of theory is ωB97M-V/def2-TZVPD.

As for the spin multiplicity: 1. Its orbital gap is 9.69 eV. Its lowest unoccupied orbital energy is 0.4 eV. The value obtained for the HOMO energy is -9.29 eV. Its calculated total energy is -12301.345 eV.

XYZ file:
```
9
C2H5IO, DFT ωB97M-V/def2-TZVPD
I -2.435 -0.177 0.316
O -0.064 1.487 0.234
C -0.353 0.198 -0.102
C 0.651 -0.727 0.353
H -0.312 0.044 -1.531
H -0.354 2.024 -0.540
H 0.258 -1.841 0.224
H 1.572 -0.576 -0.362
H 1.037 -0.432 1.407
```

# 3
This record from the OMol25 dataset describes C5H6N2 as an isolated structure. The level of theory is ωB97M-V/def2-TZVPD.

As for the spin multiplicity: 1. Its orbital gap (alpha / beta) is 8.72 / 7.41 eV. Its lowest unoccupied orbital energy (alpha / beta) is -0.8 / -0.7 eV. The value obtained for the HOMO energy (alpha / beta) is -9.48 / -8.08 eV. Its calculated total energy is -8255.257 eV.

XYZ file:
```
13
C5H6N2, DFT ωB97M-V/def2-TZVPD
N 0.231 0.581 -0.575
N -3.262 0.675 -0.015
C 1.503 0.120 -0.154
C -0.934 -0.065 -0.575
C -2.174 0.419 -0.360
C 1.006 1.421 0.311
C -0.872 -1.836 0.282
H -1.650 -2.442 -0.070
H 0.119 -2.328 0.150
H 2.307 0.099 -0.793
H 1.536 -0.735 0.555
H 0.780 1.713 1.446
H 1.411 2.379 -0.202
```

# 4
This record from the OMol25 dataset describes a single CH5PS2 molecule. The level of theory is ωB97M-V/def2-TZVPD.

As for the SMILES: CPSS. As for the spin multiplicity: 1. Its orbital gap is 9.12 eV. Its lowest unoccupied orbital energy is 0.3 eV. The value obtained for the HOMO energy is -8.83 eV. Its calculated total energy is -32076.657 eV.

XYZ file:
```
9
CH5PS2, DFT ωB97M-V/def2-TZVPD
S -1.870 -0.712 -0.596
S -3.339 -0.154 0.718
P -0.167 0.777 -0.295
C -0.124 0.450 1.567
H -0.766 0.967 2.205
H -3.773 0.941 -0.003
H -0.491 -0.563 1.613
H 0.754 -0.098 -0.768
H 0.872 0.820 1.893
```

# 5
This record from the OMol25 dataset describes C25H20CoNS5 as an isolated structure. The level of theory is ωB97M-V/def2-TZVPD.

As for the spin multiplicity: 1. Its orbital gap is 6.95 eV. Its lowest unoccupied orbital energy is -0.1 eV. The value obtained for the HOMO energy is -7.02 eV. Its calculated total energy is -119544.807 eV.

XYZ file:
```
52
C25H20CoNS5, DFT ωB97M-V/def2-TZVPD
Co 0.260 -0.293 0.635
S -1.780 0.327 -0.065
S -0.696 -0.857 2.624
S 1.279 0.494 -1.303
S 0.370 -2.380 -0.244
S 2.169 -0.708 1.663
N 0.513 1.579 1.223
C 1.894 3.081 2.432
C 4.070 -3.746 -1.053
C -3.301 -1.620 3.095
C 1.718 1.914 1.718
C 2.704 -3.563 -1.046
C -0.409 3.602 2.031
C 2.838 0.962 1.399
C 2.967 -1.809 0.543
C -0.524 2.401 1.343
C -1.450 0.733 -4.970
C -4.231 -0.642 0.664
C 0.807 3.930 2.597
C 0.177 0.531 -2.693
C -5.111 -1.257 1.534
C -2.892 -0.513 1.023
C -1.408 -0.443 -4.234
C -0.599 -0.550 -3.113
C 0.131 1.709 -3.441
C -4.633 -1.738 2.752
C -2.391 -1.005 2.226
C 2.109 -2.578 -0.243
C -0.668 1.807 -4.570
C 4.906 -2.966 -0.251
C -1.802 2.004 0.659
C 4.345 -2.005 0.565
H -2.939 -2.016 4.035
H 0.916 4.850 3.157
H 0.734 2.552 -3.124
H 3.100 1.055 0.343
H 3.714 1.138 2.019
H -2.080 0.810 -5.847
H -0.552 -1.482 -2.567
H -2.003 -1.296 -4.539
H 4.967 -1.410 1.222
H -5.314 -2.227 3.438
H -6.153 -1.370 1.267
H 4.499 -4.506 -1.693
H 2.068 -4.171 -1.677
H 5.977 -3.119 -0.257
H 2.863 3.324 2.844
H -2.644 2.051 1.348
H -4.566 -0.264 -0.294
H -0.683 2.731 -5.135
H -1.266 4.254 2.125
H -1.996 2.694 -0.164
```

# 6
This record from the OMol25 dataset describes an isolated ion of composition C30H53O2S and charge +1. The level of theory is ωB97M-V/def2-TZVPD.

As for the spin multiplicity: 1. Its orbital gap is 9.77 eV. As for the net charge: +1. Its lowest unoccupied orbital energy is -3.1 eV. The value obtained for the HOMO energy is -12.86 eV. Its calculated total energy is -46895.725 eV.

XYZ file:
```
86
C30H53O2S, DFT ωB97M-V/def2-TZVPD
S -1.335 0.984 1.337
O 1.471 -2.092 0.747
O 0.867 -0.017 1.353
C 2.821 -1.663 0.491
C -1.284 -1.641 -2.964
C -3.344 -2.552 1.861
C 1.057 2.058 -1.624
C 0.368 0.228 -3.274
C -0.195 -0.802 -2.297
C -0.920 2.734 3.502
C 2.909 3.315 3.084
C -3.820 0.592 -1.018
C 0.616 -1.196 1.157
C 1.620 2.546 3.386
C -3.220 1.891 -0.499
C -1.029 -3.057 1.515
C 3.263 2.393 0.727
C -1.212 1.286 3.147
C 3.385 2.743 -0.758
C 2.067 3.187 -1.397
C -1.220 -5.141 -2.849
C -0.759 -1.700 1.377
C -1.819 -2.767 -2.075
C -2.324 -3.482 1.754
C -1.095 -4.835 -4.337
C -3.082 -1.195 1.733
C -0.863 -3.961 -1.944
C 3.630 -1.563 1.774
C 0.369 3.265 2.878
C 1.506 1.076 -2.708
C 3.129 3.635 1.605
C -1.792 -0.765 1.489
C -2.905 1.874 0.992
H 1.606 3.954 -0.772
H -0.878 -4.317 -0.911
H 4.155 1.844 1.037
H 4.044 4.226 1.517
H -2.685 2.889 1.323
H 2.310 4.259 1.247
H -0.214 -3.759 1.442
H 0.157 -3.643 -2.163
H -0.884 -2.068 -3.883
H 2.791 -0.695 -0.018
H 3.227 -2.426 -0.174
H -4.356 -2.876 2.050
H -0.395 0.645 3.472
H -1.813 -4.080 -4.643
H 1.547 2.423 4.469
H -3.128 -0.239 -0.908
H 1.678 1.555 2.938
H 2.403 1.742 0.873
H -3.926 2.704 -0.681
H 0.307 3.167 1.792
H -2.030 -2.358 -1.083
H -3.901 -0.500 1.823
H -1.759 3.372 3.216
H 3.754 2.730 3.452
H 0.739 -0.303 -4.154
H 2.895 4.255 3.642
H -3.727 1.483 1.584
H 2.286 3.649 -2.362
H 0.450 4.327 3.118
H 2.284 0.416 -2.319
H 4.658 -1.318 1.527
H 3.773 1.882 -1.305
H -1.283 -5.734 -4.918
H 0.873 1.528 -0.687
H -2.768 -3.119 -2.482
H 0.113 2.511 -1.940
H 3.232 -0.782 2.418
H 4.114 3.548 -0.868
H 1.942 1.647 -3.530
H -2.538 -4.534 1.857
H -2.148 0.944 3.586
H -2.306 2.120 -1.051
H -2.110 -0.982 -3.242
H 3.614 -2.510 2.309
H -4.743 0.353 -0.495
H -0.841 2.782 4.591
H -0.439 0.885 -3.608
H -0.556 -5.973 -2.605
H -0.607 -0.296 -1.417
H 0.613 -1.452 -1.955
H -2.241 -5.463 -2.632
H -4.054 0.695 -2.074
H -0.093 -4.483 -4.572
```

# 7
This record from the OMol25 dataset describes CH2FNaOTl as an isolated structure. The level of theory is ωB97M-V/def2-TZVPD.

As for the spin multiplicity: 2. Its orbital gap (alpha / beta) is 6.27 / 6.26 eV. Its lowest unoccupied orbital energy (alpha / beta) is -0.9 / -0.9 eV. The value obtained for the HOMO energy (alpha / beta) is -7.19 / -7.20 eV. Its calculated total energy is -14940.225 eV.

XYZ file:
```
7
CH2FNaOTl, DFT ωB97M-V/def2-TZVPD
Tl 1.385 -1.479 1.468
Na 2.384 0.779 2.895
F -0.948 -1.166 -1.260
O 0.940 0.587 1.207
C -1.313 0.110 -1.546
H -1.953 0.511 -0.774
H -0.495 0.657 -1.990
```

# 8
This record from the OMol25 dataset describes a 5-piece molecular cluster, C3H18NO4S2 overall. The level of theory is ωB97M-V/def2-TZVPD.

As for the spin multiplicity: 1. Its orbital gap is 9.63 eV. As for the net charge: +1. Its lowest unoccupied orbital energy is -2.6 eV. The value obtained for the HOMO energy is -12.26 eV. Its calculated total energy is -34749.084 eV.

XYZ file:
```
28
C3H18NO4S2, DFT ωB97M-V/def2-TZVPD
S -0.635 1.820 -1.105
S -1.629 0.112 -1.460
O -0.120 -2.716 1.209
O -2.457 -1.178 1.310
O 2.961 -0.196 -0.869
O 2.317 -1.571 1.547
N 1.521 1.030 1.117
C -0.372 -1.183 -1.558
C 0.072 1.038 1.482
C -0.697 2.071 0.689
H 2.858 -2.064 2.178
H -0.290 0.035 1.277
H -0.873 -2.023 -2.037
H -3.135 -1.349 1.974
H -0.003 -1.503 -0.588
H -0.002 1.221 2.545
H 0.450 -0.886 -2.204
H 2.018 1.850 1.455
H 2.998 -1.029 -0.360
H 3.305 -0.395 -1.745
H -1.728 2.059 1.033
H 1.662 0.923 0.097
H -0.315 3.075 0.870
H -0.951 -2.195 1.296
H -0.301 -3.626 1.482
H 1.965 0.194 1.533
H 1.434 -2.014 1.503
H -2.919 -1.092 0.468
```

# 9
This record from the OMol25 dataset describes C30H32N3O8P2S2SbSc as an isolated structure. The level of theory is ωB97M-V/def2-TZVPD.

As for the spin multiplicity: 1. Its orbital gap is 8.55 eV. As for the net charge: +1. Its lowest unoccupied orbital energy is -1.9 eV. The value obtained for the HOMO energy is -10.48 eV. Its calculated total energy is -119971.467 eV.

XYZ file:
```
79
C30H32N3O8P2S2SbSc, DFT ωB97M-V/def2-TZVPD
Sb 1.964 1.334 -0.505
Sc -1.511 -1.462 -0.428
S -0.514 -3.487 -1.751
S 0.584 -0.109 -1.600
P -3.175 -2.958 1.884
P -0.190 -3.250 2.051
O -1.841 -4.481 3.625
O -4.398 -3.590 2.398
O -2.334 -1.305 -2.274
O -2.999 -2.571 0.416
O 0.929 -4.260 1.574
O -0.247 -2.064 1.131
O -2.788 -1.618 2.703
O 0.261 -2.854 3.494
N -4.222 3.847 1.840
N -2.130 -2.090 -3.332
N -2.369 0.483 0.270
C -1.150 -3.950 -4.387
C 4.424 -0.826 3.092
C -1.887 -5.338 1.334
C 0.171 3.770 -0.485
C -1.799 -3.635 -5.553
C -1.765 1.247 1.192
C 4.758 1.785 -3.791
C 3.034 0.419 1.058
C 1.024 3.030 0.327
C -2.775 -1.759 -4.472
C -2.631 -2.511 -5.600
C -2.335 2.363 1.743
C -3.623 2.747 1.335
C 3.815 3.419 -1.744
C 0.668 4.571 2.133
C 3.987 1.138 1.772
C 4.684 0.507 2.792
C -3.608 0.836 -0.108
C 3.814 1.296 -2.901
C 4.759 3.901 -2.640
C -4.260 1.939 0.380
C -1.782 -4.116 2.241
C 1.271 3.421 1.638
C -0.439 4.909 0.021
C -1.307 -3.165 -3.233
C 3.350 2.116 -1.878
C 3.473 -1.536 2.373
C -0.185 5.310 1.327
C 5.230 3.084 -3.658
C 2.776 -0.915 1.346
H -1.666 -4.253 -6.430
H -0.646 6.211 1.712
H -1.103 5.488 -0.607
H -0.777 0.929 1.509
H -3.300 -1.564 3.518
H -0.282 -3.319 4.157
H 1.938 2.846 2.270
H 5.124 4.915 -2.544
H 3.274 -2.575 2.608
H -5.257 2.173 0.034
H -1.792 2.939 2.477
H -3.388 -0.875 -4.392
H -2.878 -5.777 1.451
H 3.432 0.288 -3.012
H 4.969 -1.313 3.889
H 3.439 4.065 -0.958
H -3.773 4.400 2.546
H -2.777 -4.638 3.832
H 5.966 3.464 -4.355
H -0.499 -4.808 -4.317
H -1.761 -5.066 0.285
H -1.135 -6.076 1.615
H 5.122 1.153 -4.590
H -3.158 -2.229 -6.499
H 0.871 4.889 3.148
H -5.155 4.097 1.569
H 4.197 2.175 1.539
H -4.084 0.197 -0.842
H 2.032 -1.459 0.774
H -0.026 3.459 -1.505
H 0.953 -4.415 0.619
H 5.431 1.055 3.352
```

# 10
This record from the OMol25 dataset describes a 2-piece molecular cluster, C2H5FS2 overall. The level of theory is ωB97M-V/def2-TZVPD.

As for the spin multiplicity: 1. Its orbital gap (alpha / beta) is 7.96 / 7.96 eV. Its lowest unoccupied orbital energy (alpha / beta) is -0.4 / -0.4 eV. The value obtained for the HOMO energy (alpha / beta) is -8.32 / -8.32 eV. Its calculated total energy is -26541.719 eV.

XYZ file:
```
10
C2H5FS2, DFT ωB97M-V/def2-TZVPD
S 2.542 0.100 0.640
S 1.551 -0.374 -0.868
F -0.517 -2.334 0.590
C -0.481 1.195 0.013
C -0.047 0.031 -0.809
H -0.689 -0.172 -1.646
H -0.549 -2.911 1.340
H -1.265 1.838 -0.493
H 0.409 1.824 0.296
H -0.953 0.803 0.937
```

# 11
This record from the OMol25 dataset describes C4H4N2O as an isolated structure. The level of theory is ωB97M-V/def2-TZVPD.

As for the spin multiplicity: 1. Its orbital gap (alpha / beta) is 8.04 / 8.05 eV. Its lowest unoccupied orbital energy (alpha / beta) is -0.7 / -0.7 eV. The value obtained for the HOMO energy (alpha / beta) is -8.72 / -8.72 eV. Its calculated total energy is -9234.005 eV.

XYZ file:
```
11
C4H4N2O, DFT ωB97M-V/def2-TZVPD
O -0.289 -0.561 0.039
N 2.854 0.322 0.110
N 1.824 1.026 -0.056
C 2.263 -0.978 -0.050
C 1.022 -0.374 -0.124
C -2.392 0.309 0.063
C -1.068 0.508 -0.034
H -0.701 1.435 -0.256
H 2.550 -1.916 0.151
H -2.808 -0.655 0.129
H -3.256 0.884 0.028
```

# 12
This record from the OMol25 dataset describes a 2-piece molecular cluster, C3H4F2 overall. The level of theory is ωB97M-V/def2-TZVPD.

As for the spin multiplicity: 1. Its orbital gap (alpha / beta) is 9.71 / 8.34 eV. Its lowest unoccupied orbital energy (alpha / beta) is 0.5 / -0.2 eV. The value obtained for the HOMO energy (alpha / beta) is -9.25 / -8.57 eV. Its calculated total energy is -8605.166 eV.

XYZ file:
```
9
C3H4F2, DFT ωB97M-V/def2-TZVPD
F 0.330 0.321 -2.014
F 1.413 -0.342 1.732
C -1.322 -0.871 -0.820
C -0.150 -0.312 -0.987
C 1.913 0.262 0.672
H 2.424 -0.430 -0.064
H -1.990 -1.153 -1.626
H 2.014 1.288 0.553
H -1.711 -1.467 0.039
```

# 13
This record from the OMol25 dataset describes C30H25ClN8O3PtS2 as an isolated structure. The level of theory is ωB97M-V/def2-TZVPD.

As for the spin multiplicity: 1. Its orbital gap (alpha / beta) is 4.29 / 4.94 eV. As for the net charge: +2. Its lowest unoccupied orbital energy (alpha / beta) is -8.1 / -7.7 eV. The value obtained for the HOMO energy (alpha / beta) is -12.39 / -12.62 eV. Its calculated total energy is -87004.145 eV.

XYZ file:
```
70
C30H25ClN8O3PtS2, DFT ωB97M-V/def2-TZVPD
Pt -1.151 -0.455 -0.305
Cl 0.021 5.238 3.647
S -2.958 -1.014 -1.806
S 2.211 -0.620 -1.036
O -2.440 0.873 0.601
O 2.135 -1.212 -2.340
O 2.234 -1.449 0.137
N -0.437 -2.393 -0.463
N -0.875 1.373 -1.697
N 6.838 2.918 -0.706
N 0.880 0.365 -0.790
N -4.744 -1.312 0.317
N -0.435 -0.737 1.609
N 1.231 1.767 -2.701
N -5.434 -0.050 -1.280
C -3.937 -2.201 1.139
C -0.721 1.606 2.142
C 0.075 -2.035 1.846
C -6.467 -0.124 -0.376
C 0.108 -2.867 0.701
C -0.753 2.787 -3.568
C 1.095 -3.796 3.126
C 5.143 1.640 0.392
C -0.664 3.939 2.745
C 3.527 0.484 -0.948
C 5.748 2.137 -0.783
C 5.202 1.798 -2.041
C -0.173 2.659 2.889
C 0.626 2.564 -3.570
C 0.441 1.209 -1.798
C 0.283 -4.365 -1.588
C 4.102 0.989 -2.120
C -4.389 -0.781 -0.858
C 0.786 -4.883 -0.427
C -0.172 0.291 2.344
C -1.813 1.852 1.258
C -1.488 2.136 -2.600
C 1.195 -4.587 2.016
C 4.049 0.824 0.306
C -2.293 3.160 1.144
C -1.724 4.186 1.871
C -0.328 -3.108 -1.569
C -6.026 -0.908 0.633
C 0.526 -2.508 3.050
C 0.700 -4.137 0.768
H -3.834 -3.168 0.649
H 1.638 -5.572 2.077
H -1.221 3.436 -4.292
H -2.960 -1.755 1.305
H 7.291 3.265 -1.535
H -6.508 -1.220 1.541
H -2.563 2.231 -2.514
H 0.640 2.465 3.577
H -4.441 -2.323 2.093
H -7.404 0.382 -0.522
H 5.675 2.173 -2.939
H 1.262 3.040 -4.308
H 0.349 -4.898 -2.525
H 0.501 0.149 3.187
H -5.446 0.437 -2.161
H 5.569 1.895 1.353
H 7.254 3.152 0.180
H 1.262 -5.856 -0.413
H -2.101 5.195 1.771
H 3.598 0.411 1.198
H 3.687 0.706 -3.076
H -0.754 -2.687 -2.469
H 0.452 -1.907 3.947
H -3.129 3.349 0.484
H 1.453 -4.153 4.081
```

Energy above the lowest of the compared OMol25 structures with the same formula, charge and spin list, top to bottom, in kcal/mol: 126.0, 35.2, 163.8, 32.3, 0.0, 4.9, 0.0, 0.0, 8.9, 24.6, 149.5, 114.1, 43.1